Below is a 3-piece molecular cluster, C3H10O3 overall, with properties calculated with ωB97M-V with the def2-TZVPD basis set.

The calculation puts the molar mass at 94.11 g/mol. The value obtained for the total energy is -9412.9627 eV. The value obtained for the energy above the lowest of the compared OMol25 structures with the same formula, charge and spin is 59.27 kcal/mol. As for the HOMO energy: -9.24 eV. The calculation puts the max |F| at 3.40 eV Å⁻¹. The frontier orbital gap is 10.0 eV. The SMILES is C=CCO.O.O.

The geometry in ORCA input format:
```
! RIJCOSX wB97M-V def2-TZVPD def2/J DEFGRID3
* xyz 0 1
C 0.86975 0.82248 -0.81538
O 0.10332 0.47713 0.38176
C 0.09062 0.67688 -2.10161
C 0.72896 0.96878 -3.29013
H 1.92395 0.32143 -0.78839
H 1.25409 1.80655 -0.71096
H -0.33836 -0.44628 0.21108
H -0.92257 1.00735 -1.83281
H 0.14549 0.99934 -4.22736
H 1.86496 1.27698 -3.15632
H 1.60606 -2.14679 1.41766
H 0.70175 -1.22566 2.13600
O 0.72610 -1.91140 1.47426
H -2.16109 0.06816 3.63994
H -2.51422 -1.39754 2.88109
O -2.29143 -0.44978 2.85307
*
```


Below is a 3-piece molecular cluster, C3H10O3S overall, with properties calculated with ωB97M-V with the def2-TZVPD basis set.

The calculation puts the molar mass at 126.18 g/mol. The value obtained for the total energy is -20249.4597 eV. The value obtained for the energy above the lowest of the compared OMol25 structures with the same formula, charge and spin is 30.13 kcal/mol. As for the HOMO energy: -9.16 eV. The calculation puts the max |F| at 4.40 eV Å⁻¹. The frontier orbital gap is 9.6 eV. The SMILES is O=CCCS.O.O.

The geometry in ORCA input format:
```
! RIJCOSX wB97M-V def2-TZVPD def2/J DEFGRID3
* xyz 0 1
O 0.66110 -2.05118 1.35043
C 0.40933 -2.02290 0.13490
C -0.28982 -0.80098 -0.57822
C 0.37817 0.53265 0.00817
S -0.49870 2.05700 -0.65450
H 0.37264 -2.99356 -0.37177
H -1.37103 -0.78023 -0.56524
H 0.04685 -0.86215 -1.70974
H 0.11288 0.48591 1.10142
H 1.38908 0.65848 -0.35716
H -0.03508 1.86103 -1.88085
H 4.14883 -1.18897 1.74012
H 2.57381 -1.28547 1.52906
O 3.44066 -1.30916 1.09728
H -3.01520 1.86885 -0.14081
H -4.10579 0.82612 -0.09541
O -3.49225 1.14102 -0.71854
*
```


Below is C3H10O4 as an isolated structure, with properties calculated with ωB97M-V with the def2-TZVPD basis set.

The calculation puts the molar mass at 110.11 g/mol. The value obtained for the total energy is -11457.6787 eV. The value obtained for the energy above the lowest of the compared OMol25 structures with the same formula, charge and spin is 140.01 kcal/mol. As for the HOMO energy: -8.02 eV. The calculation puts the max |F| at 5.59 eV Å⁻¹. The frontier orbital gap is 7.3 eV.

The geometry in ORCA input format:
```
! RIJCOSX wB97M-V def2-TZVPD def2/J DEFGRID3
* xyz 0 1
C -0.17747 1.16910 0.46029
C 0.43872 1.99074 -0.64701
O -1.26867 1.78487 0.98289
O 0.62744 0.63707 1.32758
H -1.49126 1.35613 1.82267
H 1.15417 -0.37407 0.78160
H -0.79011 -0.10598 -0.32737
H -0.33442 2.47989 -1.23898
H 1.04283 1.32422 -1.26228
H 1.10512 2.73474 -0.20988
C -1.16006 -1.33330 -0.52550
O 1.40124 -1.26953 -0.07884
O 1.49153 -2.53886 0.55102
H 1.88151 -3.08622 -0.14580
H -0.84580 -1.83079 0.38107
H -2.20805 -1.07195 -0.45259
H -0.86672 -1.86605 -1.41886
*
```


Below is a 2-piece molecular cluster, C3H10OS overall, with properties calculated with ωB97M-V with the def2-TZVPD basis set.

The calculation puts the molar mass at 94.18 g/mol. The value obtained for the total energy is -16155.1456 eV. The value obtained for the energy above the lowest of the compared OMol25 structures with the same formula, charge and spin is 16.61 kcal/mol. As for the HOMO energy: -9.06 eV. The calculation puts the max |F| at 1.15 eV Å⁻¹. The frontier orbital gap is 9.7 eV. The SMILES is CCS.CO.

The geometry in ORCA input format:
```
! RIJCOSX wB97M-V def2-TZVPD def2/J DEFGRID3
* xyz 0 1
C -1.75068 -3.68473 -0.68677
O -2.47160 -3.47769 0.54605
H -0.72688 -4.01098 -0.49102
H -2.27782 -4.47174 -1.20624
H -1.79581 -2.76009 -1.25784
H -1.85969 -3.34534 1.27173
C 0.41767 2.10383 1.54921
C 1.47806 1.47944 0.67539
S 1.18148 2.07871 -1.05366
H -0.56794 1.70369 1.34321
H 0.39120 3.17511 1.37755
H 0.61824 1.95979 2.60975
H 2.46841 1.78599 0.97604
H 1.42810 0.39815 0.57469
H 2.00840 1.25057 -1.69759
*
```


Below is a 2-piece molecular cluster, C3H10OS2 overall, with properties calculated with ωB97M-V with the def2-TZVPD basis set.

The calculation puts the molar mass at 126.25 g/mol. The value obtained for the total energy is -26988.5415 eV. The value obtained for the energy above the lowest of the compared OMol25 structures with the same formula, charge and spin is 73.59 kcal/mol. As for the HOMO energy (spin up / spin down): 0.85 / -3.57 eV. The calculation puts the max |F| at 6.38 eV Å⁻¹. The frontier orbital gap (spin up / spin down) is 2.5 / 6.9 eV.

The geometry in ORCA input format:
```
! RIJCOSX wB97M-V def2-TZVPD def2/J DEFGRID3
* xyz -1 2
C 2.49910 1.24280 -0.48503
C 3.71751 0.55341 -0.85977
C 1.20782 0.43574 -0.63504
S 0.11117 0.74762 0.91086
S -1.69768 0.60948 0.02611
H 2.72577 1.60058 0.58354
H 2.51348 2.13686 -0.99941
H 4.09271 -0.22442 -0.15917
H 4.41584 1.40640 -0.84663
H 3.76105 0.19324 -1.93605
H 0.78449 0.87287 -1.58141
H 1.37263 -0.64394 -0.82476
H -1.01881 0.25280 -0.99142
H -3.56043 -3.37029 0.02010
H -3.08456 -4.49229 0.75349
O -3.89556 -4.10462 0.35866
*
```


Below is a 2-piece molecular cluster, C3H10OS2 overall, with properties calculated with ωB97M-V with the def2-TZVPD basis set.

The calculation puts the molar mass at 126.25 g/mol. The value obtained for the total energy is -26989.7177 eV. The value obtained for the energy above the lowest of the compared OMol25 structures with the same formula, charge and spin is 46.47 kcal/mol. As for the HOMO energy (spin up / spin down): 0.38 / -4.55 eV. The calculation puts the max |F| at 3.40 eV Å⁻¹. The frontier orbital gap (spin up / spin down) is 3.2 / 8.2 eV.

The geometry in ORCA input format:
```
! RIJCOSX wB97M-V def2-TZVPD def2/J DEFGRID3
* xyz -1 2
C -1.93379 2.88226 -0.58114
S -0.93817 1.25883 -0.47534
S -0.84839 1.22725 1.60090
H -2.60501 2.78009 -1.47457
H -2.50869 3.06148 0.34979
H -1.35155 3.73439 -0.91155
H 0.26822 1.95225 1.89610
C 1.09040 -2.55313 -0.15916
O 0.74617 -2.36343 -1.53459
C 1.17088 -1.23377 0.62125
H 1.93704 -3.23087 -0.14554
H 0.29082 -3.15426 0.24387
H 1.22240 -1.57761 -1.85140
H 1.07102 -1.40381 1.68317
H 0.26436 -0.71219 0.27800
H 2.12429 -0.66748 0.46019
*
```


Below is a 2-piece molecular cluster, C3H10OS2 overall, with properties calculated with ωB97M-V with the def2-TZVPD basis set.

The calculation puts the molar mass at 126.25 g/mol. The value obtained for the total energy is -26989.6090 eV. The value obtained for the energy above the lowest of the compared OMol25 structures with the same formula, charge and spin is 38.77 kcal/mol. As for the HOMO energy: -9.06 eV. The calculation puts the max |F| at 4.27 eV Å⁻¹. The frontier orbital gap is 9.7 eV. The SMILES is CCO.CSS.

The geometry in ORCA input format:
```
! RIJCOSX wB97M-V def2-TZVPD def2/J DEFGRID3
* xyz 0 1
C 0.78447 -1.49433 -4.37309
S 0.47822 0.27827 -4.44335
S 1.80554 1.31963 -3.38037
H 1.31452 -1.81946 -5.27353
H -0.18455 -2.09171 -4.34680
H 1.37491 -1.99572 -3.58817
H 1.18930 1.59587 -2.28187
C -0.13798 0.14148 2.76759
O 0.37920 1.30457 2.24642
C -1.50010 0.41378 3.55843
H -0.21825 -0.77994 2.16855
H 0.66219 -0.22381 3.57355
H -0.23551 1.98022 1.99584
H -2.48752 0.28247 2.93059
H -1.62218 -0.30249 4.31698
H -1.60225 1.39117 4.12923
*
```


Below is a 2-piece molecular cluster, C3H10OS2 overall, with properties calculated with ωB97M-V with the def2-TZVPD basis set.

The calculation puts the molar mass at 126.25 g/mol. The value obtained for the total energy is -26990.3827 eV. The value obtained for the energy above the lowest of the compared OMol25 structures with the same formula, charge and spin is 20.93 kcal/mol. As for the HOMO energy: -8.63 eV. The calculation puts the max |F| at 1.53 eV Å⁻¹. The frontier orbital gap is 9.2 eV. The SMILES is CCO.CSS.

The geometry in ORCA input format:
```
! RIJCOSX wB97M-V def2-TZVPD def2/J DEFGRID3
* xyz 0 1
C -0.22074 0.24415 3.25374
S -0.06308 0.87534 1.57379
S 1.95853 0.70287 1.25277
H -0.41299 1.09682 3.90685
H -1.08544 -0.41036 3.37710
H 0.66434 -0.30186 3.56461
H 1.82675 -0.08284 0.20156
C -1.22307 -0.46578 -2.95257
O -0.26813 -1.05942 -2.00757
C -1.92549 -1.54915 -3.72116
H -0.65920 0.11911 -3.68402
H -1.85725 0.10624 -2.27460
H 0.42296 -0.39450 -1.97412
H -2.45217 -2.29593 -3.11517
H -1.25324 -2.19393 -4.29173
H -2.66097 -1.21252 -4.43887
*
```


Below is a 2-piece molecular cluster, C3H10S2 overall, with properties calculated with ωB97M-V with the def2-TZVPD basis set.

The calculation puts the molar mass at 110.25 g/mol. The value obtained for the total energy is -24942.4645 eV. The value obtained for the energy above the lowest of the compared OMol25 structures with the same formula, charge and spin is 28.41 kcal/mol. As for the HOMO energy: -8.60 eV. The calculation puts the max |F| at 2.48 eV Å⁻¹. The frontier orbital gap is 9.4 eV. The SMILES is CCS.CS.

The geometry in ORCA input format:
```
! RIJCOSX wB97M-V def2-TZVPD def2/J DEFGRID3
* xyz 0 1
C 1.46742 -2.22528 -0.07554
S 2.00048 -1.08229 -1.38032
H 0.46264 -1.81706 0.22753
H 2.17932 -2.41896 0.83185
H 1.13295 -3.18793 -0.53417
H 2.73429 -0.34512 -0.55186
C -1.76441 0.50796 0.12084
C -0.57388 1.32394 0.63255
S 0.32537 2.07857 -0.75875
H -2.28618 1.05733 -0.67108
H -1.49088 -0.45195 -0.29168
H -2.45367 0.51067 0.92532
H -0.00626 0.80759 1.47777
H -0.98900 2.21639 1.16342
H -0.73817 3.02614 -1.11587
*
```


Below is a 2-piece molecular cluster, C3H10SSi overall, with properties calculated with ωB97M-V with the def2-TZVPD basis set.

The calculation puts the molar mass at 106.27 g/mol. The value obtained for the total energy is -21983.7991 eV. The value obtained for the energy above the lowest of the compared OMol25 structures with the same formula, charge and spin is 34.35 kcal/mol. As for the HOMO energy: -8.60 eV. The calculation puts the max |F| at 4.70 eV Å⁻¹. The frontier orbital gap is 9.4 eV. The SMILES is C[SiH3].C=CS.

The geometry in ORCA input format:
```
! RIJCOSX wB97M-V def2-TZVPD def2/J DEFGRID3
* xyz 0 1
C -3.35371 -0.17816 -1.10756
C 2.14662 -0.67063 1.22424
C -2.38932 -0.28284 -0.14263
Si 2.55436 0.47662 -0.25940
S -1.44389 1.12984 0.23062
H -3.94136 -1.07720 -1.35161
H -3.39888 0.54776 -1.83228
H 3.47199 1.45095 0.42431
H 2.91718 -0.50036 1.97512
H 1.27502 -0.42595 1.76117
H 2.00525 -1.76134 0.97119
H -2.36260 -1.08559 0.62569
H 1.32257 0.95038 -0.66454
H 3.32969 -0.44513 -1.20315
H -2.13293 1.87164 -0.65118
*
```